C36H56As3ClCsN3O16PS2 | ωB97M-V with the def2-TZVPD basis set

Computed properties:
gap between HOMO and LUMO: 0.2824 hartree
E_HOMO: -5.97 eV
energy: -11098.43864 hartree
energy relative to the best compared isomer or geometry (same formula, charge and spin): 46.71 kcal per mole
multiplicity: 1
LUMO level: 1.7 eV
total charge: -1

CARTESIAN COORDINATES (ANGSTROEM)
1 S 0.362 1.607 3.687
2 C 0.205 3.956 1.569
3 H -6.450 2.126 1.286
4 O -4.243 -0.939 -0.216
5 O 1.026 2.633 -0.987
6 H -1.534 5.160 1.015
7 C -3.576 3.395 0.067
8 O -2.733 -2.141 1.293
9 H -4.732 -4.560 -1.087
10 H 3.532 2.179 -0.790
11 Cl 1.098 3.584 -2.097
12 H 0.750 -4.087 -2.346
13 H 2.682 -0.710 -1.690
14 As 6.113 -4.189 0.238
15 H 4.216 -5.684 -0.730
16 C 0.383 0.271 -6.113
17 H 4.176 -4.870 1.831
18 O -2.953 2.397 -3.125
19 H 3.791 0.355 2.934
20 O -3.244 -3.185 -0.871
21 H 5.712 -6.577 -0.400
22 H -4.002 1.645 1.212
23 H 5.253 -3.673 2.575
24 C 3.775 -2.358 -0.856
25 As 0.846 -2.790 -0.165
26 H -3.941 -4.562 0.509
27 C -1.300 0.464 -4.270
28 H 2.955 -4.153 0.030
29 O 2.470 3.775 -2.465
30 H 4.366 -0.336 -1.372
31 H 1.201 -0.264 -6.571
32 O 0.354 3.000 -3.190
33 O 0.980 -2.162 -5.042
34 H 4.894 1.656 0.247
35 H -0.662 -4.434 -1.339
36 N -2.672 2.575 -4.296
37 H -3.779 0.368 -1.795
38 O -1.666 1.658 0.564
39 H 0.469 3.513 5.039
40 H 2.977 -2.774 1.110
41 H 5.379 -1.875 0.523
42 H 2.654 -2.808 -2.666
43 H 5.118 -0.197 1.880
44 H -1.494 3.063 -6.539
45 S -1.828 3.038 -0.020
46 C -4.604 -0.237 -1.420
47 H -3.957 0.592 5.773
48 H -2.936 -0.550 7.717
49 C 3.819 1.835 0.201
50 C -2.305 -0.119 6.951
51 C -0.926 -0.219 7.053
52 H -1.034 -1.012 1.756
53 H 5.768 -5.358 2.447
54 C 3.666 -2.928 -2.275
55 O 1.349 1.228 -8.450
56 H -5.092 -3.273 0.090
57 C -0.146 -0.152 -4.923
58 H 1.701 4.244 3.083
59 C -4.417 2.532 0.747
60 C 5.302 -5.649 -0.800
61 H -4.897 -0.944 -2.199
62 C -1.143 2.141 -6.102
63 C -0.110 0.325 6.068
64 O -0.071 2.847 -8.495
65 C -2.880 0.523 5.859
66 H 0.315 5.304 3.255
67 H 5.895 -2.126 -1.120
68 H -5.822 5.606 -1.133
69 H -5.449 0.402 -1.173
70 H -3.396 5.114 -1.206
71 C 4.062 -0.321 2.123
72 N 0.497 -1.311 -4.320
73 C -4.067 4.494 -0.623
74 O -3.213 3.420 -4.996
75 H 0.899 -5.222 -0.974
76 C -6.281 3.912 0.108
77 H -0.666 -3.872 1.574
78 H 3.880 -1.340 2.463
79 C -1.291 4.138 1.314
80 H -1.065 3.468 4.153
81 C 0.015 3.355 4.058
82 H 0.970 0.256 6.110
83 H -2.579 -0.252 2.158
84 C 0.406 -3.681 1.532
85 H -1.914 3.870 2.171
86 H 0.677 -3.025 2.361
87 C -5.779 2.800 0.768
88 C 5.212 -4.564 1.948
89 N 0.430 1.870 -7.963
90 C 3.489 -0.840 -0.959
91 H 0.759 4.591 0.878
92 C 0.612 4.280 3.004
93 H -7.346 4.110 0.118
94 H -2.514 1.546 4.005
95 Cs -0.178 0.374 -1.287
96 H -0.480 -0.726 7.899
97 C -1.685 1.703 -4.924
98 C 0.421 -4.308 -1.332
99 H 4.340 -2.392 -2.949
100 C -0.130 1.412 -6.711
101 H 3.921 -3.986 -2.311
102 O 0.505 4.830 -1.690
103 H 3.542 2.606 0.920
104 C 5.224 -2.517 -0.348
105 C -0.693 0.966 4.991
106 P -2.811 -1.733 -0.290
107 H 0.952 -4.622 1.623
108 C -2.047 -1.203 2.124
109 As 2.865 0.178 0.638
110 O 0.548 -1.354 -3.095
111 C 2.793 -3.074 0.075
112 O 1.772 1.378 4.112
113 C -5.427 4.757 -0.591
114 C -4.317 -3.934 -0.299
115 C -2.074 1.063 4.871
116 H -1.994 -1.635 3.122
117 H 5.594 -5.572 -1.847
118 H 0.493 2.932 1.322
119 O -1.889 -0.040 -3.307

Atom charges from the Mulliken analysis, given in e for atoms 1 to 4: atom 1 (S): 1.49, atom 2 (C): 0.65, atom 3 (H): 0.45, atom 4 (O): -0.46


C21H41N2O2P3SW | ωB97M-V with the def2-TZVPD basis set

Computed properties:
gap between HOMO and LUMO (spin up / spin down): 0.2182 / 0.2571 hartree
E_HOMO (spin up / spin down): -19.69 / -20.92 eV
energy: -2572.47947 hartree
multiplicity: 3
LUMO level (spin up / spin down): -13.7 / -13.9 eV
total charge: +4

CARTESIAN COORDINATES (ANGSTROEM)
1 C 2.706 -0.589 -1.494
2 C 0.358 -1.546 -2.750
3 H 0.520 0.245 -3.986
4 H 1.579 4.017 -2.060
5 H 0.884 -3.463 -1.909
6 H -0.241 -3.826 0.758
7 H 1.430 -3.802 0.105
8 C -2.531 -2.310 -1.669
9 H 0.847 -2.817 3.798
10 H 0.326 -1.109 3.763
11 H -2.628 4.056 3.949
12 C 0.905 3.161 -1.867
13 N -3.626 2.177 1.924
14 H 1.163 -4.348 1.811
15 C 0.736 0.681 1.451
16 H 2.864 -0.769 2.526
17 C -2.275 2.173 1.790
18 N -1.606 2.635 2.855
19 H -4.885 1.106 3.182
20 C 2.721 -1.689 1.935
21 H 2.993 -2.644 -0.843
22 C -3.821 0.067 -0.970
23 C 2.239 -1.890 -1.210
24 C -4.352 2.062 3.222
25 H -0.143 3.486 -1.761
26 H -3.984 2.462 5.287
27 P 0.974 -1.963 1.561
28 C -3.419 2.097 4.418
29 C 0.835 -0.239 -3.026
30 H 1.955 4.505 0.531
31 H 3.590 1.715 0.524
32 H -5.090 2.875 3.315
33 H -0.285 -2.070 -3.517
34 H 2.586 1.040 -2.976
35 H -0.788 -2.377 3.228
36 H -2.755 -2.701 -0.665
37 C -2.252 0.132 -3.251
38 C 1.268 3.706 0.864
39 H -4.085 1.709 1.132
40 H -3.278 -0.007 -3.650
41 H -1.989 1.204 -3.173
42 H -3.383 -2.466 -2.351
43 W 0.376 -0.315 -0.336
44 C 0.825 -3.652 1.011
45 P -2.197 -0.519 -1.571
46 O -2.214 -0.934 1.568
47 H -3.987 -0.191 0.088
48 H -3.045 1.069 4.603
49 H 1.551 3.398 1.886
50 C -2.290 3.036 4.107
51 S -1.360 1.720 0.240
52 C 0.268 -2.069 3.229
53 C -1.314 -0.719 0.774
54 H 0.967 2.438 -2.688
55 P 1.455 2.350 -0.341
56 H 3.271 -1.578 0.994
57 H -4.597 -0.420 -1.587
58 H 0.243 4.109 0.883
59 H -1.543 2.997 4.892
60 H -1.510 -0.381 -3.879
61 C 3.265 2.269 -0.377
62 H 3.798 -0.397 -1.322
63 H -1.641 -2.818 -2.054
64 C 1.049 -2.357 -1.829
65 H -0.634 2.881 2.703
66 C 2.018 0.233 -2.427
67 O 0.934 1.076 2.596
68 H -3.908 1.158 -1.101
69 H 3.603 1.726 -1.270
70 H 3.122 -2.563 2.484
71 H 3.678 3.297 -0.365

Atom charges from the Mulliken analysis, given in e for atoms 1 to 4: atom 1 (C): -0.23, atom 2 (C): -1.28, atom 3 (H): 0.69, atom 4 (H): 0.51


C25H46Cl2IrN2O4S3Si | ωB97M-V with the def2-TZVPD basis set

Computed properties:
gap between HOMO and LUMO (spin up / spin down): 0.2167 / 0.2172 hartree
E_HOMO (spin up / spin down): -10.35 / -10.36 eV
energy: -3899.41420 hartree
energy relative to the best compared isomer or geometry (same formula, charge and spin): 0.00 kcal per mole
multiplicity: 1
LUMO level (spin up / spin down): -4.5 / -4.4 eV
total charge: +1

CARTESIAN COORDINATES (ANGSTROEM)
1 H -1.907 4.969 -1.593
2 H -2.032 -0.627 -3.804
3 C 2.079 2.689 -1.905
4 C 1.073 -1.330 -2.477
5 C 2.584 2.858 -3.329
6 H -3.492 -3.562 4.110
7 H -2.590 -3.922 5.577
8 H 2.337 4.760 -1.380
9 O -1.465 2.439 -1.050
10 H 3.427 3.549 -3.353
11 H 0.207 3.857 3.090
12 Ir 0.644 0.068 2.566
13 O 1.021 1.707 -1.982
14 C 3.410 -1.330 0.641
15 C -0.437 -1.159 -2.444
16 H -2.206 -2.297 -1.966
17 H -2.519 0.128 2.024
18 H 1.328 -2.218 -3.058
19 C -2.792 4.332 -1.562
20 H 1.579 -4.156 0.254
21 C -2.530 -3.895 4.489
22 H 3.324 -0.311 0.996
23 H 1.552 -0.466 -2.934
24 H -2.747 -3.087 0.572
25 H -0.592 -2.324 5.925
26 O -1.122 -0.780 3.611
27 H -3.176 4.324 -0.542
28 H 2.803 2.013 0.020
29 C 3.616 -3.910 -0.369
30 C 3.169 2.123 -1.004
31 H -2.832 -0.815 0.562
32 H 1.198 3.902 -0.334
33 C -2.916 -3.201 1.643
34 H -2.296 -4.017 1.999
35 H 5.632 -3.382 -0.887
36 C -1.714 -1.874 3.344
37 H -0.459 0.100 -4.196
38 H 3.488 1.146 -1.368
39 C -1.122 -2.413 -1.922
40 H -0.096 -3.921 5.322
41 H -4.427 2.326 -2.617
42 C 2.328 -2.195 0.722
43 H -3.366 0.978 -2.171
44 H -3.551 4.758 -2.218
45 H 3.688 -4.914 -0.767
46 H -4.066 2.012 -0.911
47 H -1.623 1.909 -3.733
48 C 2.256 -0.145 3.348
49 H 1.470 -1.453 -1.472
50 C 0.889 3.463 3.834
51 C -0.954 -0.799 -3.829
52 C -2.443 2.921 -2.003
53 H 1.793 3.252 -3.969
54 H 0.945 4.081 4.721
55 O -0.837 -0.103 -1.531
56 C 1.546 4.009 -1.363
57 H 2.909 1.898 -3.731
58 H 5.437 -1.085 0.009
59 Cl 0.206 1.893 4.387
60 H -2.330 -4.906 4.130
61 N -2.545 -1.953 2.293
62 H 0.718 4.368 -1.975
63 S 0.746 -1.803 1.403
64 H -0.843 -3.278 -2.525
65 H 4.032 2.790 -0.990
66 H -4.104 -0.636 1.794
67 S 0.075 1.609 1.048
68 Si -0.279 1.348 -1.104
69 H -3.968 -3.444 1.802
70 C 2.429 -3.486 0.203
71 H 0.517 -2.460 4.542
72 C -1.851 2.923 -3.405
73 H -0.935 3.514 -3.436
74 H -2.563 3.354 -4.109
75 H -0.750 -1.610 -4.530
76 H -0.825 -2.594 -0.888
77 Cl 2.491 3.300 3.147
78 S 3.551 -0.384 4.128
79 C -0.347 -2.902 5.031
80 N -1.471 -2.963 4.105
81 C 4.596 -1.764 0.066
82 C -3.030 -0.745 1.633
83 C -3.653 2.001 -1.921
84 C 4.706 -3.051 -0.436

Atom charges from the Mulliken analysis, given in e for atoms 1 to 4: atom 1 (H): 0.35, atom 2 (H): 0.33, atom 3 (C): 1.65, atom 4 (C): -1.59


C18H54N9O3P3 | ωB97M-V with the def2-TZVPD basis set

Computed properties:
gap between HOMO and LUMO: 0.3043 hartree
E_HOMO: -7.77 eV
energy: -2460.33297 hartree
energy relative to the best compared isomer or geometry (same formula, charge and spin): 380.38 kcal per mole
multiplicity: 1
LUMO level: 0.5 eV

CARTESIAN COORDINATES (ANGSTROEM)
1 H -3.623 -2.315 -3.989
2 N 0.059 1.074 -2.282
3 H 1.636 0.318 3.911
4 C -1.609 1.921 0.717
5 C -1.569 3.937 -1.898
6 H -1.970 0.933 1.001
7 H 5.927 -2.311 2.660
8 C 4.486 1.288 3.339
9 H 1.357 5.264 -1.061
10 H -1.735 4.597 -2.750
11 C 0.228 -0.368 -2.073
12 H -3.931 -5.176 -0.664
13 C 0.511 1.070 1.539
14 C -4.059 0.095 -0.195
15 C -1.558 -0.358 -0.156
16 H -1.973 3.015 -2.315
17 H -4.829 -2.428 1.384
18 N 3.411 0.267 3.009
19 H 3.978 2.241 3.490
20 O 2.668 -1.926 1.795
21 H 0.296 0.562 -4.188
22 N -2.909 -0.802 -0.546
23 H -4.678 -0.903 -3.609
24 H 7.312 -1.405 2.027
25 N 3.043 0.246 0.360
26 H -1.026 1.816 -3.885
27 H -4.062 -3.703 2.221
28 P 0.559 2.222 -1.141
29 H -2.095 2.146 -0.233
30 H 3.048 2.442 -0.233
31 H 1.592 0.428 -1.131
32 H 2.489 2.080 1.224
33 H 0.648 2.312 -3.784
34 O -1.798 -2.770 -1.994
35 C -3.358 -4.871 0.212
36 H 0.498 -0.017 1.459
37 N -0.168 1.687 0.395
38 H 1.589 1.220 1.475
39 H -5.432 -4.227 -1.702
40 P 3.512 -0.706 1.625
41 H 0.594 4.875 0.350
42 H 2.887 0.692 5.038
43 H -3.790 -5.336 1.098
44 H 5.262 1.526 2.612
45 H -1.753 2.594 1.562
46 H -1.213 -1.009 0.647
47 H -2.342 -5.261 0.141
48 H -3.134 -2.213 1.995
49 C -5.623 -3.154 -1.708
50 N -0.183 3.746 -1.453
51 C -3.851 -2.888 1.528
52 H -3.870 1.154 -0.372
53 H 0.110 1.445 2.481
54 C 3.283 1.734 0.562
55 H 1.115 -0.060 0.432
56 H 5.385 0.146 -0.595
57 N -3.367 -3.405 0.228
58 H 6.231 -0.573 3.044
59 N -4.482 -2.440 -2.091
60 C -4.500 -1.965 -3.445
61 C -0.021 1.460 -3.658
62 H 2.700 -1.084 4.493
63 C 1.868 -0.259 -0.331
64 H -0.265 5.768 -0.840
65 H -6.547 -2.848 -2.199
66 H -5.331 -2.381 -4.015
67 C 2.610 -0.022 4.263
68 H 1.920 -1.280 -0.710
69 H -5.849 -2.876 -0.678
70 C 0.387 4.903 -0.720
71 H -2.226 4.252 -1.087
72 H -0.778 -0.367 -0.917
73 H 4.254 2.072 0.924
74 O 2.068 2.204 -1.033
75 H 1.294 -0.568 -2.182
76 N 5.240 -0.816 1.266
77 H 6.909 -0.540 0.005
78 H 0.038 -0.692 -1.049
79 C 6.252 -1.345 2.275
80 C 5.829 -0.682 -0.042
81 H -0.266 -1.143 -2.659
82 H -4.965 -0.050 -0.784
83 H 5.515 -1.592 -0.552
84 H -1.599 0.671 0.202
85 H 5.026 1.075 4.261
86 H -4.323 0.047 0.862
87 P -2.963 -2.409 -1.164

Atom charges from the Mulliken analysis, given in e for atoms 1 to 4: atom 1 (H): 0.31, atom 2 (N): 0.41, atom 3 (H): 0.18, atom 4 (C): -1.51


Question: multiplicity of number 4 (C18H54N9O3P3)?
Answer: 1


Question: Number 1 is which compound?
Answer: C36H56As3ClCsN3O16PS2